{"formula": "C7H3FI2NO4ReSe4", "method": "wB97M-V/def2-TZVPD", "species": ["Re", "Se", "Se", "Se", "Se", "O", "C", "O", "C", "C", "C", "N", "C", "C", "C", "O", "O", "H", "H", "H", "I", "I", "F"], "coordinates": [[1.6373, 1.1529, 0.7669], [3.9603, 1.8486, 1.1309], [3.8490, 3.8893, 2.2182], [2.1857, 3.4839, 3.8354], [0.4662, 2.6576, 2.5324], [-4.4610, -1.4977, -1.6863], [-3.3540, -1.8404, -2.1260], [-2.9744, -2.6480, -2.9819], [-2.1415, -1.0886, -1.3969], [-2.4163, -0.1693, -0.3930], [-1.3673, 0.4548, 0.2490], [-0.0941, 0.1976, -0.0748], [0.1772, -0.6760, -1.0563], [-0.8211, -1.3424, -1.7401], [1.6550, -0.8940, -1.3355], [2.0176, -1.6341, -2.2144], [2.4434, -0.2242, -0.5296], [-3.4400, 0.0440, -0.1212], [-1.5311, 1.1714, 1.0454], [-0.5666, -2.0451, -2.5201], [1.3464, -0.4390, 2.8979], [2.2765, -2.9458, 3.9599], [1.1529, 2.5442, -0.4597]], "mulliken_spin": [2.605, 0.092, 0.051, 0.089, 0.282, 0.001, 0.000, 0.001, 0.009, -0.004, -0.007, -0.036, 0.023, -0.004, -0.013, 0.023, 0.006, 0.002, 0.000, 0.000, 0.055, -0.240, 0.067], "multiplicity": 4, "total_energy_ev": -299427.0849, "total_charge": -1, "de_lowest_kj_mol": 72.62, "homo_lumo_gap_ev": [5.19, 4.71]}